The following is a quantum chemistry calculation of a cluster of 10 separate species, C75H169N9O in total, from OMol25.

Summary:
Spin multiplicity: 2
M (u): 1213.24
F_max (eV Å⁻¹): 3.84
Orbital gap (alpha / beta) (Ha): 0.347 / 0.215
Lowest unoccupied orbital energy (alpha / beta) (hartree): -0.58296 / -0.71534
Total charge: +9
Expectation value of S²: 0.754

Structure (XYZ):
```
254
C75H169N9O, DFT ωB97M-V/def2-TZVPD
C 3.155 -31.334 29.871
C 4.450 -31.911 30.304
C 5.285 -32.386 29.013
O 5.097 -31.049 31.227
H 2.690 -31.951 29.102
H 3.074 -30.383 29.345
H 2.470 -31.269 30.717
H 4.151 -32.826 30.816
H 4.831 -33.157 28.390
H 6.186 -32.804 29.462
H 5.722 -31.517 28.520
C 0.909 -24.870 24.525
C 1.787 -25.690 25.389
C 1.438 -27.118 25.103
N 2.340 -28.042 25.933
C 2.158 -27.822 27.450
C 3.856 -28.038 25.541
C 4.039 -29.286 24.704
C 3.199 -30.312 25.308
C 1.944 -29.611 25.803
H 0.948 -25.170 23.478
H 1.158 -23.809 24.501
H -0.135 -24.882 24.838
H 1.603 -25.433 26.432
H 2.850 -25.467 25.305
H 1.621 -27.445 24.079
H 0.381 -27.227 25.346
H 2.763 -28.515 28.034
H 1.105 -27.958 27.698
H 2.338 -26.793 27.760
H 4.397 -28.045 26.487
H 4.199 -27.137 25.032
H 5.027 -29.693 24.488
H 3.488 -29.123 23.777
H 3.753 -30.761 26.131
H 2.866 -31.087 24.618
H 1.414 -29.994 26.675
H 1.154 -29.558 25.054
C 13.341 -33.157 33.122
C 12.978 -33.297 31.683
C 11.519 -32.969 31.220
N 11.003 -33.541 29.888
C 11.851 -33.077 28.699
C 9.577 -33.147 29.712
C 8.737 -34.145 30.534
C 9.442 -35.454 30.575
C 10.724 -35.088 29.865
H 13.459 -32.117 33.426
H 14.290 -33.621 33.391
H 12.592 -33.408 33.873
H 13.176 -34.346 31.464
H 13.699 -32.750 31.076
H 11.437 -31.884 31.149
H 10.845 -33.269 32.022
H 12.900 -33.291 28.907
H 11.750 -31.997 28.806
H 11.453 -33.333 27.717
H 9.119 -33.213 28.726
H 9.455 -32.134 30.096
H 7.710 -34.262 30.188
H 8.598 -33.885 31.584
H 9.000 -36.206 29.921
H 9.398 -35.825 31.599
H 10.642 -35.372 28.816
H 11.635 -35.571 30.217
C 0.302 -31.776 28.743
C -1.001 -32.204 28.005
C -1.531 -31.376 26.795
N -2.834 -31.828 26.068
C -2.763 -33.263 25.470
C -3.958 -31.723 27.219
C -4.364 -30.199 27.214
C -4.128 -29.675 25.831
C -3.489 -30.809 25.102
H 0.501 -32.406 29.610
H 0.268 -30.745 29.094
H 1.069 -31.838 27.971
H -1.770 -32.111 28.773
H -0.737 -33.249 27.843
H -0.832 -31.250 25.969
H -1.699 -30.372 27.184
H -2.351 -33.990 26.170
H -2.146 -33.296 24.572
H -3.808 -33.424 25.204
H -4.825 -32.316 26.929
H -3.706 -32.159 28.186
H -5.406 -30.134 27.526
H -3.985 -29.531 27.988
H -5.018 -29.345 25.295
H -3.570 -28.761 25.627
H -4.223 -31.212 24.405
H -2.583 -30.397 24.658
C 3.007 -28.110 37.044
C 4.214 -28.814 36.457
C 3.938 -30.083 35.664
N 5.064 -31.080 35.402
C 5.476 -31.725 36.777
C 6.216 -30.507 34.544
C 6.949 -31.750 33.855
C 5.869 -32.819 33.941
C 4.661 -32.089 34.412
H 2.277 -27.940 36.253
H 3.142 -27.160 37.562
H 2.602 -28.788 37.795
H 4.791 -29.055 37.349
H 4.909 -28.268 35.819
H 3.593 -29.681 34.712
H 3.107 -30.671 36.055
H 6.339 -32.366 36.597
H 4.640 -32.368 37.054
H 5.845 -30.891 37.373
H 7.017 -30.204 35.218
H 5.935 -29.673 33.901
H 7.793 -32.018 34.491
H 7.295 -31.639 32.828
H 6.083 -33.580 34.692
H 5.857 -33.393 33.014
H 3.872 -32.699 34.853
H 4.287 -31.554 33.540
C 1.802 -35.050 28.278
C 1.389 -35.364 26.792
C 2.456 -35.822 25.721
N 1.821 -36.462 24.402
C 0.956 -37.794 24.722
C 0.854 -35.392 23.801
C 0.967 -35.618 22.214
C 2.438 -35.741 22.146
C 2.912 -36.687 23.308
H 2.212 -34.042 28.349
H 2.468 -35.801 28.702
H 0.891 -35.018 28.875
H 0.824 -34.519 26.399
H 0.701 -36.207 26.849
H 3.037 -36.588 26.235
H 3.062 -34.985 25.371
H 0.049 -37.493 25.247
H 1.672 -38.462 25.201
H 0.664 -38.165 23.739
H -0.158 -35.572 24.164
H 1.334 -34.445 24.046
H 0.504 -36.554 21.898
H 0.553 -34.767 21.674
H 2.712 -36.032 21.132
H 2.970 -34.792 22.221
H 2.951 -37.754 23.087
H 3.863 -36.348 23.718
C 4.901 -35.961 30.299
C 5.877 -37.005 31.008
C 5.419 -37.285 32.511
N 6.411 -38.237 33.256
C 7.662 -37.389 33.818
C 6.859 -39.474 32.491
C 5.717 -40.494 32.476
C 4.918 -40.127 33.735
C 5.688 -38.959 34.437
H 5.293 -35.556 29.365
H 4.661 -35.225 31.066
H 4.010 -36.541 30.061
H 6.918 -36.693 30.924
H 5.767 -37.920 30.426
H 4.488 -37.843 32.609
H 5.395 -36.379 33.116
H 8.249 -37.166 32.926
H 8.220 -37.995 34.531
H 7.245 -36.521 34.329
H 7.731 -39.796 33.060
H 7.190 -39.239 31.480
H 6.096 -41.494 32.687
H 5.188 -40.564 31.525
H 4.759 -40.967 34.411
H 3.923 -39.878 33.364
H 6.407 -39.328 35.168
H 5.120 -38.253 35.043
C 9.385 -24.597 29.913
C 8.380 -25.660 30.079
C 8.777 -26.995 29.444
N 7.711 -28.156 29.608
C 7.397 -28.345 31.095
C 8.380 -29.460 29.074
C 8.106 -29.472 27.587
C 6.728 -28.907 27.398
C 6.366 -28.142 28.679
H 9.301 -23.924 29.060
H 10.404 -24.977 29.985
H 9.324 -23.971 30.803
H 7.398 -25.319 29.751
H 8.351 -25.872 31.148
H 9.735 -27.332 29.838
H 8.814 -26.791 28.374
H 6.772 -29.223 31.256
H 6.831 -27.462 31.388
H 8.241 -28.334 31.785
H 7.901 -30.263 29.634
H 9.458 -29.457 29.232
H 8.304 -30.377 27.013
H 9.013 -28.984 27.228
H 6.045 -29.725 27.169
H 6.649 -28.211 26.563
H 5.654 -28.757 29.229
H 6.147 -27.102 28.436
C 5.756 -23.021 31.646
C 4.679 -23.895 32.397
C 4.808 -25.321 31.920
N 3.575 -26.239 32.191
C 3.597 -26.501 33.727
C 2.268 -25.690 31.631
C 1.300 -26.921 31.589
C 2.170 -28.206 31.601
C 3.662 -27.592 31.524
H 5.646 -21.984 31.963
H 5.630 -22.983 30.564
H 6.748 -23.450 31.786
H 3.714 -23.461 32.137
H 4.843 -23.781 33.469
H 5.633 -25.987 32.174
H 4.907 -25.317 30.834
H 4.555 -26.917 34.038
H 2.783 -27.184 33.967
H 3.383 -25.506 34.119
H 1.907 -24.881 32.267
H 2.652 -25.486 30.632
H 0.665 -26.904 32.475
H 0.598 -26.938 30.754
H 2.091 -28.675 32.582
H 2.044 -29.030 30.898
H 4.462 -28.106 32.056
H 4.018 -27.537 30.495
C -3.879 -34.191 34.328
C -2.544 -34.639 34.806
C -1.520 -33.459 34.953
N 0.032 -33.821 35.137
C 0.193 -34.711 36.350
C 0.931 -32.562 35.210
C 1.043 -32.166 33.821
C 0.934 -33.324 32.907
C 0.609 -34.492 33.893
H -3.956 -34.477 33.279
H -4.003 -33.109 34.301
H -4.723 -34.612 34.875
H -2.178 -35.311 34.030
H -2.534 -35.250 35.709
H -1.683 -32.951 35.904
H -1.593 -32.723 34.152
H 1.216 -34.992 36.598
H -0.434 -35.602 36.306
H -0.086 -34.186 37.264
H 1.931 -32.881 35.504
H 0.469 -31.763 35.790
H 1.982 -31.643 33.637
H 0.184 -31.541 33.577
H 1.862 -33.756 32.531
H 0.223 -33.227 32.087
H 1.421 -35.144 34.217
H -0.164 -35.146 33.491
```